The following is a DFT calculation (ωB97M-V/def2-TZVPD) of a 2-piece molecular cluster, C18H21ClN2O5 overall at a distorted geometry.

As for the max |F|: 1.1 eV/A. The net charge is +2. The calculation puts the HOMO-LUMO gap at 6.376 eV.

```
47
C18H21ClN2O5 ωB97M-V/def2-TZVPD
O -0.2260 -3.8525 3.8386
C -0.4061 -4.3209 2.7437
O -0.8336 -3.6136 1.6780
C -1.2794 -2.2928 1.9813
C -2.5731 -2.2061 2.8015
C -3.5525 -3.3362 2.6038
O -4.4972 -3.1695 1.5221
C -5.4843 -4.0796 1.7799
O -6.3125 -4.4368 1.0232
O -5.3515 -4.5443 3.0786
C -4.5410 -3.5751 3.7310
Cl -5.5665 -2.1351 4.0200
H -0.2380 -5.3757 2.4954
H -0.5046 -1.7090 2.4903
H -1.4488 -1.8107 1.0131
H -2.3146 -2.2023 3.8656
H -3.0668 -1.2512 2.6015
H -3.0919 -4.3018 2.3748
H -4.1194 -3.8776 4.6847
C 2.0673 0.1659 2.7437
N 2.0009 0.7798 1.3916
C 2.2435 2.0949 1.2645
C 2.2274 2.7007 0.0299
C 1.9641 1.9396 -1.1069
C 1.7024 0.5828 -0.9455
C 1.7240 0.0284 0.3159
C 1.9753 2.5521 -2.4623
C 2.8176 2.0609 -3.4545
C 2.7910 2.6233 -4.7122
N 1.9591 3.6366 -4.9940
C 1.1463 4.1390 -4.0497
C 1.1363 3.6189 -2.7768
C 1.9109 4.2126 -6.3622
H 1.3684 0.6843 3.3947
H 3.0849 0.2656 3.1127
H 1.8015 -0.8836 2.6733
H 2.4569 2.6401 2.1734
H 2.4396 3.7590 -0.0344
H 1.4720 -0.0523 -1.7898
H 1.5242 -1.0210 0.4807
H 3.5045 1.2485 -3.2615
H 3.4280 2.2734 -5.5114
H 0.5053 4.9577 -4.3457
H 0.4592 4.0407 -2.0468
H 2.1196 5.2773 -6.3004
H 0.9200 4.0406 -6.7748
H 2.6576 3.7249 -6.9790
```

Here are the natural (NBO) charges for atoms 1 to 4, given in e:
1. O -0.575
2. C 0.632
3. O -0.506
4. C -0.072